Record 1
C3H5NO2S in the gas phase at a distorted geometry. Source: the Open Molecules 2025 dataset; level of theory: the ωB97M-V functional and the def2-TZVPD basis.

Properties
- max |F| (eV/Å) = 9.47
- SMILES = O=C[C@H](O)/C=N\S
- LUMO energy (eV) = -0.9
- total charge = 0
- total energy (eV) = -19608.003
- Kohn-Sham gap (eV) = 7.89
- relative energy (zero: lowest compared OMol25 entry of this formula, charge and spin) (kcal/mol) = 104.0

Cartesian coordinates (Å):
O  -1.9694  -0.7951  0.3631
C  -1.3407  -1.2369  -0.8229
C  0.1996  -1.0264  -0.7412
O  0.7464  -1.2411  0.5429
C  0.5063  0.2967  -1.2501
N  0.7337  1.4182  -0.6323
S  0.5155  1.2238  1.0516
H  -1.6878  -1.4029  -1.9806
H  0.6479  -1.7883  -1.2999
H  0.0764  -1.1711  1.3593
H  0.5804  0.3677  -2.3034
H  0.5925  2.5763  1.4631

=====

Record 2
2 unconnected molecules or ions with the total composition C5H11P at a distorted geometry. Source: the Open Molecules 2025 dataset; level of theory: the ωB97M-V functional and the def2-TZVPD basis.

Properties
- max |F| (eV/Å) = 4.68
- SMILES = C#[PH2].C=C(C)C
- LUMO energy (eV) = 0.0
- total charge = 0
- total energy (eV) = -14646.092
- Kohn-Sham gap (eV) = 8.74
- relative energy (zero: lowest compared OMol25 entry of this formula, charge and spin) (kcal/mol) = 120.6

Cartesian coordinates (Å):
C  -2.7254  1.3630  -0.0570
P  -3.1452  -0.1490  0.4245
H  -3.4200  2.0795  -0.3729
H  -4.0666  -1.2452  0.7355
H  -1.9818  -0.7882  0.2939
C  0.6721  -1.5190  0.0419
C  1.2012  -0.2962  -0.1716
C  2.5725  0.0069  -0.5154
C  0.3436  0.8868  0.2915
H  -0.3550  -1.7656  0.2371
H  1.1720  -2.3872  -0.3058
H  3.0506  0.3606  0.3991
H  2.7929  0.7388  -1.3119
H  3.1471  -0.7465  -0.9428
H  0.8290  1.7939  -0.2396
H  0.5491  1.0369  1.4205
H  -0.6361  0.6303  0.0729

=====

Record 3
A molecular structure, C2H4Cl4OP2 at a distorted geometry. Source: the Open Molecules 2025 dataset; level of theory: the ωB97M-V functional and the def2-TZVPD basis.

Properties
- max |F| (eV/Å) = 3.91
- LUMO energy (eV) = -0.7
- total charge = 0
- total energy (eV) = -72852.879
- Kohn-Sham gap (eV) = 8.09
- relative energy (zero: lowest compared OMol25 entry of this formula, charge and spin) (kcal/mol) = 58.4

Cartesian coordinates (Å):
C  -0.0571  1.7009  -3.1575
C  0.0223  -2.1058  2.7245
O  -0.4900  -1.0974  -2.6314
P  0.2161  0.1490  -2.5101
P  -0.3355  -1.5377  1.1800
Cl  -0.0871  -2.9440  -0.1481
Cl  2.2435  -0.0875  -2.6614
Cl  -2.1830  -1.0184  1.2824
Cl  0.3988  0.1977  0.1086
H  0.3416  2.5131  -2.6218
H  -1.1607  1.9064  -3.4581
H  1.1234  -2.2807  3.0215
H  -0.4109  -1.4129  3.5703

=====

Record 4
A gas-phase ion, C7H16N (charge +1) at a distorted geometry. Source: the Open Molecules 2025 dataset; level of theory: the ωB97M-V functional and the def2-TZVPD basis.

Properties
- max |F| (eV/Å) = 5.24
- SMILES = C=CCCC[C@@H](C)[NH3+]
- LUMO energy (eV) = -3.4
- total charge = +1
- total energy (eV) = -8999.463
- Kohn-Sham gap (eV) = 9.88
- relative energy (zero: lowest compared OMol25 entry of this formula, charge and spin) (kcal/mol) = 65.5

Cartesian coordinates (Å):
C  1.2911  2.9498  -0.0853
C  0.3676  2.0707  0.1821
C  0.4056  1.1290  1.3657
C  1.1528  -0.0873  1.2874
C  0.6315  -1.1846  0.2359
C  -0.5889  -0.7229  -0.6128
C  -0.5898  -1.2634  -2.0456
N  -1.8095  -1.4157  0.0564
H  1.2233  3.7073  -0.8854
H  2.1419  3.1478  0.5806
H  -0.3898  1.7305  -0.4932
H  -0.6079  0.8857  1.8487
H  0.6873  1.7259  2.2174
H  1.0196  -0.7208  2.2531
H  2.1763  0.0974  1.1596
H  0.4999  -2.1042  0.7121
H  1.4078  -1.3974  -0.4745
H  -0.8222  0.4200  -0.6332
H  -1.4247  -0.7432  -2.7183
H  -0.9495  -2.3266  -2.0706
H  0.4274  -0.9942  -2.5020
H  -1.4906  -1.8927  0.8758
H  -2.1947  -2.1351  -0.5127
H  -2.5646  -0.8757  0.2589